Record 1
{
  "formula": "C10H17N2O2Si",
  "method": "ωB97M-V/def2-TZVPD",
  "species": ["Si", "O", "O", "N", "N", "C", "C", "C", "C", "C", "C", "C", "C", "C", "C", "H", "H", "H", "H", "H", "H", "H", "H", "H", "H", "H", "H", "H", "H", "H", "H", "H"],
  "coordinates": [[0.96045, -1.58832, 0.12376], [0.61623, -2.83662, 1.10796], [1.12512, -2.05987, -1.35522], [-2.49112, 1.13025, -1.17618], [-2.24945, -1.22541, 0.18564], [2.15226, -0.16184, 0.44886], [3.41701, 1.76465, -0.20572], [-1.04354, -0.33452, 0.21908], [-3.52949, -0.70443, 0.27710], [2.88162, -0.09041, 1.61839], [-1.11823, 0.45718, -1.16646], [2.37838, 0.84832, -0.42316], [4.13910, 1.76564, 0.98245], [3.92985, 0.78896, 1.91112], [-3.74079, 0.27687, -0.95505], [3.51158, 2.40825, -1.06585], [-1.99338, -1.92276, 0.87868], [-3.74545, -0.36088, -1.88848], [-4.23474, -1.57108, 0.21505], [-2.61542, 1.80369, -0.45745], [-0.96423, -0.34217, -1.88599], [0.42506, -2.17732, -2.03240], [1.94318, 0.76219, -1.34852], [4.69816, 0.63152, 2.70497], [-2.71957, 1.32237, -2.18372], [-4.63056, 0.88797, -0.87482], [5.03151, 2.40900, 1.08472], [2.77345, -0.83522, 2.31299], [-3.93854, 0.05034, 1.09454], [0.31978, -2.58508, 2.00294], [-0.99367, 0.32027, 1.20525], [-0.29458, 1.16847, -1.35448]],
  "atomic_forces_ev_per_a": [[-2.8085, 3.4213, 1.7006], [0.1568, 0.4651, 0.7939], [-0.4832, -0.6657, -3.0219], [-0.9949, -1.9337, -2.8071], [3.6495, -0.3592, 1.0546], [-0.4710, -1.4316, 1.8665], [-1.7223, -0.1520, -0.4257], [1.2023, 0.2014, -0.4243], [-3.2049, 2.7254, -0.3800], [1.3047, 0.1830, 0.5790], [0.6450, -0.9590, 3.2449], [1.9547, 0.5890, 0.3887], [1.7006, 1.1076, -1.2500], [-0.1737, -0.5675, -0.1268], [1.1195, -3.9638, -0.7293], [0.7988, 0.6151, 0.3558], [-0.9358, -0.2795, -0.2338], [-0.4584, 0.6629, 0.9051], [0.1877, 1.0461, 0.0279], [0.7378, 1.7304, 0.1373], [-1.0988, 0.2645, -0.5458], [0.8478, -0.1787, 0.9399], [-0.9866, 0.3651, -2.3096], [-1.2934, 0.1270, -0.3691], [0.6535, 1.5469, 1.4097], [0.1449, 0.3297, -0.0588], [-0.7418, -0.1416, -0.1025], [-0.4544, -2.0092, 1.6874], [1.4277, -1.7695, -0.2021], [0.3036, -0.3596, -0.4413], [-0.1592, -0.8049, -2.0545], [-0.8480, 0.1949, 0.3911]],
  "nbo_charge": [2.139, -1.078, -1.115, -0.531, -0.676, -0.527, -0.200, -0.443, -0.221, -0.182, -0.278, -0.202, -0.185, -0.199, -0.231, 0.226, 0.391, 0.209, 0.243, 0.441, 0.226, 0.533, 0.193, 0.240, 0.454, 0.237, 0.228, 0.197, 0.158, 0.514, 0.195, 0.246],
  "de_lowest_kcal_mol": 23.3,
  "homo_energy_ev": -12.02,
  "homo_lumo_gap_ev": 9.05,
  "e_tot_ha": -940.4866,
  "charge": 1
}

---

Record 2
{
  "formula": "C10H17N2S",
  "method": "ωB97M-V/def2-TZVPD",
  "species": ["S", "N", "N", "C", "C", "C", "C", "C", "C", "C", "C", "C", "C", "H", "H", "H", "H", "H", "H", "H", "H", "H", "H", "H", "H", "H", "H", "H", "H", "H"],
  "coordinates": [[2.32102, -1.61230, 0.78612], [-2.24317, 0.39539, -0.02102], [-0.34507, -2.26125, -1.67614], [-1.38635, 1.59454, 0.22469], [-2.41533, -0.74444, 0.93750], [2.06459, 2.06823, -0.81055], [2.43584, -0.45601, 2.02445], [-1.45792, -1.78818, 0.45364], [2.39756, 0.80993, 1.40440], [2.08714, -0.43119, -0.55063], [-1.19332, -1.48218, -0.97121], [2.20114, 0.82176, -0.01887], [-1.71503, -0.26574, -1.22376], [2.62559, 1.76491, 1.79706], [-2.28760, -0.39026, 2.01393], [0.48256, -2.75109, -1.30383], [1.51514, 1.76494, -1.78064], [-1.54843, 2.04845, 1.19697], [-0.35040, 1.22956, 0.22518], [2.70133, -0.65618, 3.04655], [-1.77100, -2.74044, 0.66545], [-0.21749, -1.99108, -2.62479], [-1.80319, 0.29610, -2.21948], [-3.42543, -1.03747, 0.84090], [3.00501, 2.64199, -0.81431], [-3.18080, 0.65378, -0.17971], [2.21330, -0.79349, -1.58164], [1.36610, 2.75213, -0.25235], [-0.54031, -1.73170, 1.04057], [-1.53545, 2.29130, -0.62849]],
  "atomic_forces_ev_per_a": [[-0.3408, -0.2292, -1.2174], [0.4004, -0.5467, -0.8312], [0.0411, -0.6438, -0.7027], [0.7671, -0.0876, 0.0838], [1.0672, 1.0165, 2.1734], [-1.6351, 0.4825, -0.1428], [0.2614, 2.7950, -2.1495], [1.6926, 1.4381, 1.1688], [-0.0327, -1.5543, -0.1859], [1.1267, -1.1871, 1.6484], [0.7868, 0.9557, 1.2260], [-0.2174, -1.0965, 0.5048], [-0.3288, 0.2544, -3.0278], [-0.0108, 0.6084, 1.2181], [0.1008, -0.4520, -1.4757], [-1.2982, 0.4491, 0.2911], [1.5086, 1.0851, 1.1065], [-0.5275, 0.1112, -0.0342], [-0.2917, 0.1124, -0.1352], [-0.1838, -0.2632, 0.0647], [-1.1887, -2.4627, 0.0738], [0.2046, 0.1255, -0.6256], [0.3665, -0.8246, 1.8548], [-1.1094, -0.4342, -0.2068], [-0.2980, -0.3625, -0.8806], [-1.2840, 1.1053, -0.4297], [-0.4648, 0.3616, 0.6206], [0.4371, -0.5089, -0.5742], [0.4108, 0.1889, -0.1780], [0.0399, -0.4362, 0.7627]],
  "nbo_charge": [0.398, -0.340, -0.783, -0.426, -0.196, -0.640, -0.415, -0.484, -0.263, -0.416, 0.266, -0.074, -0.225, 0.225, 0.240, 0.425, 0.226, 0.236, 0.249, 0.263, 0.254, 0.394, 0.245, 0.224, 0.252, 0.423, 0.246, 0.211, 0.246, 0.240],
  "de_lowest_kcal_mol": 0.0,
  "homo_energy_ev": -11.86,
  "homo_lumo_gap_ev": 9.19,
  "e_tot_ha": -898.6352,
  "charge": 1
}

---

Record 3
{
  "formula": "C10H17N3O",
  "method": "ωB97M-V/def2-TZVPD",
  "species": ["O", "N", "N", "N", "C", "C", "C", "C", "C", "C", "C", "C", "C", "C", "H", "H", "H", "H", "H", "H", "H", "H", "H", "H", "H", "H", "H", "H", "H", "H", "H"],
  "coordinates": [[1.05299, 2.72074, 0.50114], [1.19054, 2.39879, 2.67919], [-0.23803, -0.53437, -0.07078], [0.23034, 1.56063, 2.19214], [-1.70853, 2.78534, -1.21475], [-0.71745, -2.87200, 0.35102], [-0.91625, 1.49287, -1.40104], [0.22962, 1.73548, 0.90014], [1.67730, 3.03082, 1.66657], [-0.64843, 0.88314, 0.00969], [-0.80355, -1.47665, 0.91682], [0.70870, -3.19528, 0.03525], [1.29748, -2.18142, -0.94741], [1.16737, -0.74089, -0.43554], [2.48820, 3.74156, 1.71557], [0.77651, -2.29425, -1.90646], [-1.64964, 0.92220, 0.51226], [-2.69008, 2.58060, -0.74234], [-1.22561, 3.52437, -0.61182], [-1.87945, 3.22665, -2.21556], [-0.25181, -1.43923, 1.86625], [-1.28203, -2.94705, -0.63042], [1.77919, -0.60453, 0.44302], [2.34213, -2.39880, -1.04310], [1.49599, -0.05670, -1.24125], [0.02426, 1.65620, -1.94320], [1.31538, -3.29576, 0.92468], [-1.13313, -3.56859, 1.07117], [-1.49111, 0.78473, -1.97093], [-1.87803, -1.27051, 1.08119], [0.73715, -4.16813, -0.49149]],
  "atomic_forces_ev_per_a": [[0.7806, -0.5561, 0.0226], [0.8842, 0.6325, -0.0293], [-0.6145, 1.1819, -0.3311], [0.0368, -0.2236, -1.1253], [-0.8186, -0.3103, -1.2412], [-0.4889, -0.0214, -0.9298], [0.6712, 0.3981, 1.3940], [-1.3805, -0.8081, 0.8264], [-0.2005, 0.2750, 0.8880], [-0.9550, -0.4283, -0.6583], [-0.0475, 0.5554, -0.6162], [0.3069, -0.9189, -1.2309], [-0.2550, 0.2965, 0.6760], [-1.1164, -0.7975, -0.4287], [-0.2220, 0.0573, -0.3753], [0.2319, 0.1652, 0.0914], [0.8306, -0.2931, -0.2394], [0.4302, 0.0447, -0.3363], [0.5281, 0.4081, 0.3781], [-0.1262, -0.0175, 0.5606], [-0.1769, 0.0857, 0.1521], [0.2631, 0.1895, 1.2044], [0.7081, 0.1376, 0.4315], [0.6854, -0.1831, -0.4815], [-0.3580, -0.0680, 0.5377], [-0.1558, 0.1050, 0.1251], [0.2188, 0.1268, 0.3673], [-0.1666, -0.2509, 0.0257], [-0.2361, -0.3910, -0.1240], [0.6203, 0.4269, 0.0489], [0.1220, 0.1816, 0.4174]],
  "nbo_charge": [-0.413, -0.282, -0.455, -0.303, -0.612, -0.400, -0.398, 0.454, 0.265, -0.085, -0.212, -0.399, -0.394, -0.224, 0.206, 0.201, 0.230, 0.204, 0.208, 0.215, 0.179, 0.198, 0.168, 0.205, 0.204, 0.201, 0.198, 0.210, 0.220, 0.205, 0.205],
  "de_lowest_kcal_mol": 1.8,
  "homo_energy_ev": -8.41,
  "homo_lumo_gap_ev": 9.30,
  "e_tot_ha": -630.7097,
  "charge": 0
}

---

Record 4
{
  "formula": "C10H17N3O11S",
  "method": "ωB97M-V/def2-TZVPD",
  "species": ["S", "O", "O", "O", "O", "O", "O", "O", "O", "O", "O", "O", "N", "N", "N", "C", "C", "C", "C", "C", "C", "C", "C", "C", "C", "H", "H", "H", "H", "H", "H", "H", "H", "H", "H", "H", "H", "H", "H", "H", "H", "H"],
  "coordinates": [[-1.28597, -3.95447, 0.23706], [-2.57496, -0.94874, 0.89828], [0.71353, -2.65537, -2.03578], [-4.63008, 4.20899, -0.52077], [5.29677, 0.24430, -0.20391], [0.35012, 0.20270, -2.27326], [5.97108, 0.57249, 1.80883], [-2.72650, 4.92975, -1.21946], [-6.11214, 1.71046, 3.72772], [-7.46949, 1.14609, 2.15729], [-1.45559, -0.10758, -0.90188], [2.35438, -0.95237, -0.12421], [5.50283, 0.94879, 0.75978], [-3.46505, 4.06114, -0.81545], [-6.36333, 1.25530, 2.63442], [-0.20988, -1.98434, -1.35091], [5.14396, 2.38720, 0.63291], [2.84041, -1.90256, -1.07635], [-5.22370, 0.78482, 1.80050], [-1.07245, -2.35383, -0.41019], [1.85677, -3.02690, -1.22795], [-1.81194, -1.11413, -0.02686], [-2.90896, 2.68996, -0.66074], [-0.35644, -0.51468, -1.62064], [4.15772, -2.48886, -0.56650], [4.49051, -1.88034, 0.25006], [4.08106, 2.43879, 0.41938], [-4.30504, 0.93960, 2.35193], [-5.38086, -0.26878, 1.59569], [4.01305, -3.48602, -0.16680], [2.31813, -3.86067, -1.73184], [-3.49010, 2.03140, -1.29822], [2.98006, -1.43277, -2.04027], [2.15943, -0.15764, -0.61855], [1.55074, -3.37329, -0.24901], [-1.86736, 2.69537, -0.95386], [4.92896, -2.44378, -1.31938], [-0.84968, -3.79511, 1.49819], [5.38181, 2.88299, 1.56557], [5.72282, 2.79462, -0.18972], [-5.23615, 1.36330, 0.88168], [-3.01844, 2.41414, 0.38317]],
  "atomic_forces_ev_per_a": [[-0.2425, -0.5378, -0.0720], [1.0623, 0.0667, -1.6884], [-0.1534, 0.0869, 0.5690], [-0.2338, 0.0049, 0.0676], [0.0528, 0.1063, -0.2559], [-0.9876, -0.5185, 0.7358], [0.0882, -0.0587, 0.1860], [0.1128, 0.1544, -0.0670], [0.0407, 0.0802, 0.1887], [-0.2167, -0.0353, -0.0987], [0.0678, 0.9377, 0.2186], [-0.3401, -0.0715, -0.1972], [-0.0472, 0.1236, 0.0445], [0.1073, -0.1347, 0.0124], [0.1546, -0.0299, -0.0702], [0.6211, 0.1409, -0.9049], [0.0137, 0.1140, 0.1102], [0.4855, -0.3606, 0.4235], [0.1604, 0.0142, 0.0285], [0.0439, 0.4763, 0.5899], [0.1315, -0.2091, -0.2504], [-1.0916, -0.7586, 1.5380], [0.1692, -0.0457, -0.0317], [0.4281, 0.0111, -0.5808], [-0.3991, 0.1996, 0.1264], [0.2032, 0.2828, 0.3597], [0.0027, -0.0175, -0.0859], [-0.0115, -0.0064, 0.0542], [-0.0372, 0.0007, -0.0630], [0.1418, -0.3660, -0.1530], [0.0852, -0.2129, -0.3529], [-0.0563, -0.0257, 0.0538], [0.0176, 0.2579, -0.2627], [-0.0795, 0.3828, -0.0118], [-0.2763, -0.0319, 0.2681], [0.0132, 0.0712, -0.0399], [0.2049, -0.3306, -0.2306], [-0.0417, 0.3917, -0.0829], [0.0196, -0.0396, 0.0349], [-0.0539, -0.0291, -0.0713], [-0.1005, -0.0335, -0.0376], [-0.0589, -0.0503, -0.0009]],
  "nbo_charge": [0.064, -0.521, -0.483, -0.381, -0.390, -0.505, -0.365, -0.370, -0.375, -0.378, -0.507, -0.731, 0.539, 0.534, 0.536, 0.286, -0.484, 0.052, -0.485, -0.347, -0.081, 0.769, -0.485, 0.742, -0.636, 0.250, 0.233, 0.230, 0.239, 0.199, 0.208, 0.234, 0.189, 0.480, 0.194, 0.235, 0.224, 0.153, 0.233, 0.236, 0.232, 0.232],
  "homo_energy_ev": -10.32,
  "homo_lumo_gap_ev": 8.86,
  "e_tot_ha": -1781.0340,
  "charge": 0
}